Entry from the Open Molecules 2025 dataset: a structure of composition C19H44CuN7O12 (the ωB97M-V functional and the def2-TZVPD basis).

Calculated values
2S+1: 2
Charge: +1
LUMO energy (alpha / beta) in eV: -3.28 / -8.39
Expectation value of S²: 0.75
HOMO-LUMO gap (alpha / beta) in eV: 8.1 / 3.0
HOMO level (alpha / beta) in eV: -11.4 / -11.4
Electronic energy in eV: -100047.9495

Each line ends with the Löwdin spin population.
Element x y z (Å)
O (-0.26869, -0.85152, 0.86079)  0.000
C (4.93866, -0.37656, -0.86647)  0.000
H (1.92528, 1.51813, 3.57420)  0.000
H (-0.43842, 2.16075, 2.04041)  0.000
O (2.62577, 2.37901, 1.82685)  0.001
C (-1.91693, 2.37326, -1.08300)  0.000
O (2.68295, 2.90183, -0.24716)  0.000
C (2.05711, 3.26112, -1.47951)  0.000
O (2.23143, -2.82363, 3.19365)  0.000
N (-1.90454, -4.80057, -1.08854)  0.000
H (0.13533, -2.07533, 2.33086)  0.000
H (-2.59480, -3.24794, 1.73415)  0.000
H (-3.81031, -3.47762, 0.46954)  0.000
N (-3.17629, 2.27597, -1.78618)  0.000
N (-0.01118, -2.59388, 3.20210)  0.000
H (-4.05232, 3.99408, 5.17823)  -0.001
C (-3.68653, 4.20200, 4.17672)  0.064
H (-4.19078, -0.83843, -1.35135)  0.000
H (-0.85918, -3.10565, 3.37656)  0.000
O (0.73135, -0.20394, -0.93862)  0.000
H (-1.06344, -0.57431, -3.63409)  0.000
H (-0.01281, 0.42741, -2.65767)  0.000
H (-1.17985, 1.74979, -1.58701)  0.000
N (0.77497, -0.63461, 0.22248)  0.000
O (-4.79848, 1.06897, -2.78319)  0.000
C (-2.46117, 3.32663, 3.93109)  0.086
C (-0.19078, 0.96114, -4.61641)  0.000
C (2.08358, 2.50432, 3.14165)  0.001
C (3.89163, 0.41458, -2.91533)  0.000
C (1.13013, -3.14792, 3.64826)  0.000
H (-1.70663, -6.87667, -1.14845)  0.000
H (6.19599, 1.19660, -1.38272)  0.000
H (-1.57294, -0.28764, -5.71546)  0.000
N (3.83657, -0.23767, -1.61169)  0.000
Cu (3.63023, -1.92325, 1.77707)  0.000
H (-1.98217, -3.97272, -1.65500)  0.000
H (-4.39469, 4.15817, 3.35566)  0.010
C (-2.08882, -4.64212, 0.23372)  0.000
C (-1.34090, 1.69111, 2.42425)  0.005
N (-2.40146, 2.60081, 2.84838)  0.039
H (7.04759, -0.15785, -0.64781)  0.000
O (0.78614, 3.27408, 0.87045)  0.000
C (-1.50117, -6.00580, -1.76797)  0.000
H (6.54102, -0.35927, -2.31000)  0.000
H (2.77792, 3.10879, 3.71583)  0.000
H (2.83922, 3.41916, -2.21638)  0.000
H (4.26343, 1.44520, -2.85533)  0.000
C (-3.40124, -0.09320, -1.24975)  0.000
H (-2.47707, -0.57210, -1.57053)  0.000
C (1.92219, 2.86862, 0.82061)  0.000
H (4.59600, -0.13460, -3.53904)  0.000
H (-0.43289, -6.02783, -1.99314)  0.000
C (1.05606, -4.09923, 4.79422)  0.000
H (-1.56887, 3.39797, -0.99768)  0.000
H (-3.30867, 0.09444, -0.17555)  0.000
O (4.88110, -0.96965, 0.23077)  0.000
H (-1.08506, 0.98111, 3.21711)  0.003
O (1.88959, -0.95594, 0.69577)  0.000
H (-1.95342, 1.98858, -0.05916)  0.000
H (-3.31142, 5.23117, 4.17384)  -0.001
H (0.72372, -3.59865, 5.70777)  0.000
H (-2.27966, -2.50670, 0.15067)  0.000
O (0.48237, 1.98338, -4.57388)  0.000
H (-3.45824, 3.02728, -2.39716)  0.000
H (-2.05319, -6.13674, -2.69748)  0.000
O (-1.85261, -5.52148, 1.05451)  0.000
H (2.92600, -0.37750, -1.19416)  0.000
H (-1.57702, 1.48323, -6.11404)  0.000
H (1.37121, 4.08782, -1.31707)  0.000
C (6.27627, 0.10732, -1.36386)  0.000
O (-1.51971, 3.35502, 4.76489)  0.790
H (-3.11515, 2.77279, 2.15341)  0.001
C (-0.97458, 0.61053, -5.87793)  0.000
H (1.49752, 2.41423, -1.89271)  0.000
H (0.35178, -4.92522, 4.66017)  0.000
H (-1.77656, 0.99760, 1.70507)  0.000
C (-2.74563, -3.34990, 0.66329)  0.000
C (-3.85583, 1.12296, -1.99981)  0.000
H (1.10839, 2.98763, 3.06796)  0.001
H (2.00445, -4.57096, 5.03571)  0.000
H (2.92589, 0.55150, -3.39549)  0.000
N (-0.44262, 0.20490, -3.54140)  0.000
H (-0.34415, 0.37358, -6.73353)  0.000